[1]
Computed, not measured: a molecular structure, C43H37Br2CrGeN11O3, with wB97M-V/def2-TZVPD.

Geometry as XYZ:
```
98
Properties=species:S:1:pos:R:3:forces:R:3:lowdin_spin:R:1
C 3.7333 3.2016 1.6237 0.4287 0.1387 0.1089 0.000
C -2.3340 0.3670 -3.4214 0.3660 0.1913 0.3691 0.005
C 2.3825 1.4310 -1.0471 0.0997 -0.0518 0.1271 0.014
C 7.5146 3.4991 1.7390 0.0448 0.0460 0.0091 0.000
H -3.6358 -0.0234 -5.0886 0.0430 0.0317 0.0000 0.000
C 1.8645 5.4029 -2.4209 0.0178 -0.0055 -0.0207 0.000
O -1.5775 -0.1900 0.9954 0.1327 -0.2777 0.0889 0.038
H 1.5597 6.3986 -0.5436 0.0106 0.0034 -0.0205 0.000
C -2.3653 -2.3982 -3.0242 0.0966 0.1836 0.0946 0.000
N -2.7588 -1.0189 2.7355 0.0391 -0.0565 0.1462 0.002
C 6.9201 1.2167 2.1685 -0.2876 0.1170 -0.0488 0.000
H 2.6114 6.1058 -2.7651 -0.0106 0.0066 0.0022 0.000
H 4.7664 -2.8228 1.6210 -0.0147 -0.0054 -0.0155 0.000
C -3.0690 -0.4637 -4.2800 -0.1580 -0.1921 -0.1318 -0.003
C -0.9944 -3.3283 -0.8444 0.1536 0.2955 0.0505 0.022
C 1.7930 -3.0416 1.0558 0.1504 0.0884 -0.0137 0.014
H 2.3900 -5.3767 2.1630 -0.0739 -0.0041 -0.0708 0.000
Ge -1.2985 2.3344 -0.6611 0.5184 -0.3048 0.0639 0.004
H -4.3062 2.0798 -1.8982 0.0327 0.0749 -0.0062 0.000
C 7.2899 -0.1497 2.4995 0.4591 -0.5129 0.2621 0.000
Br -4.0411 -2.8949 -5.3132 0.0592 0.1127 0.1412 0.001
C 1.2808 5.5634 -1.1734 0.0306 0.0804 0.0894 0.000
C 5.5749 1.5404 2.0164 0.1073 0.0114 0.0037 0.000
C -0.0567 3.5912 -1.5393 -0.6292 -0.2499 0.1789 0.001
H 4.8272 0.7648 2.1352 0.0055 -0.0128 0.0104 0.000
C -2.6512 -0.6408 1.4499 0.1585 0.0884 0.0001 0.005
H 1.8652 1.0723 2.0591 0.0460 0.0907 0.0218 0.001
N 3.2819 -3.6018 -0.4497 0.1872 -0.0392 -0.2011 0.002
C 0.5240 3.4409 -2.7923 0.1221 -0.0119 -0.0868 0.000
H 0.2443 2.6219 -3.4413 0.0507 0.0179 0.0558 0.000
C -3.2855 2.9345 1.2253 0.1289 -0.0502 0.0400 0.000
H -4.2774 -2.4716 2.8596 -0.0073 0.0081 0.0176 0.000
C 6.1733 3.8209 1.5821 -0.1048 -0.0020 0.0265 0.000
H 2.2707 1.2172 -2.0962 -0.0191 0.0330 -0.0213 0.003
C -5.6663 3.1497 1.0009 0.0334 -0.0204 0.0214 0.000
H -4.6590 -0.9264 1.0598 0.0311 -0.0046 0.0022 0.000
C 2.1627 1.3306 1.0559 0.0031 0.0951 -0.1058 0.015
Cr 0.3483 -0.6845 -0.4068 -0.0887 0.8057 0.9530 3.731
C 5.0202 -5.9412 2.9201 -0.0713 -0.0138 -0.0658 0.000
H -2.9710 -4.4465 -3.3384 -0.0291 0.0168 -0.0003 0.001
H -4.5833 3.5643 2.8082 -0.0022 0.0321 -0.0069 0.000
C -1.5709 -0.1385 -2.3862 -0.4933 0.0522 -0.4458 0.003
C -4.3419 2.4096 -0.8699 -0.1157 -0.0188 -0.0730 0.000
C 5.1498 -3.6662 2.1794 0.0464 0.0039 0.0526 0.000
H -0.5644 2.0569 0.6693 -0.1744 0.0697 -0.1355 0.002
O 6.3652 -1.1380 2.4010 -0.3026 0.0277 -0.1112 0.000
C -3.0748 -1.8151 -4.1016 -0.1523 -0.0075 -0.2168 0.005
N 1.7324 0.7442 -0.0571 0.5486 0.7123 -0.0154 0.015
H 7.8428 -4.4545 4.0804 -0.0058 -0.0456 0.0165 0.000
H -3.6961 -0.4049 -0.2608 -0.0094 0.1121 0.0180 0.000
C 2.6665 -2.5051 -0.7965 -0.0063 -0.0210 0.1268 0.017
H -1.9457 -0.8389 3.2965 0.0281 0.0349 0.0009 0.000
C -1.5966 -1.5492 -2.1884 -0.2009 -0.0858 -0.0743 0.014
N 1.7164 -2.1117 0.1080 0.3997 -0.5273 0.1187 0.016
C 4.4809 -4.8759 2.2054 -0.0182 0.0866 -0.0141 0.000
C 1.4878 4.3392 -3.2282 -0.0372 -0.0259 0.0150 0.000
H -0.4639 -3.6740 0.0305 0.0899 -0.0537 -0.0146 0.002
C -1.7517 -4.2230 -1.5982 -0.1534 -0.1131 -0.1526 -0.002
H -6.6272 3.4182 1.4190 -0.0058 -0.0361 0.0093 0.000
H -4.7640 -0.8435 3.3945 0.0081 0.0075 0.0079 0.000
H -6.4717 2.6256 -0.9159 0.0059 0.0019 -0.0072 0.000
C -4.5195 3.2447 1.7766 -0.0361 0.0063 0.0279 0.000
C -5.5767 2.7143 -0.3141 -0.0293 -0.0317 0.0149 0.000
C 7.0418 -2.2371 2.8245 0.5127 0.4663 0.0789 0.000
H 3.6241 4.2131 1.2374 -0.1079 -0.0192 -0.0060 0.000
N 2.7225 -3.9345 0.7224 -0.3373 0.2156 0.1683 0.006
H 8.2647 4.2699 1.6258 0.0151 -0.0214 0.0037 0.000
N 3.1638 2.3717 -0.5940 0.0973 0.0874 -0.2134 0.001
H 6.6315 -6.6320 4.1431 0.0075 0.0068 -0.0077 0.000
H -0.1131 4.7839 0.2545 0.0403 0.0465 0.0116 0.000
H 1.2137 -3.0594 1.9650 0.0245 -0.1265 0.0023 0.001
H -1.7935 -5.2624 -1.3066 0.0026 0.0049 0.0033 0.000
C 3.1770 -5.0989 1.4624 0.3813 -0.1850 0.2171 0.000
C 6.2222 -5.7961 3.5923 0.0250 -0.0675 0.0388 0.000
H -2.3901 3.0033 1.8344 -0.0635 0.0212 0.0459 0.000
H 5.8816 4.8391 1.3541 0.0333 -0.0005 -0.0180 0.000
N 8.4178 -0.6042 2.9402 -0.1034 0.7394 -0.1838 0.000
H 3.3120 -5.9046 0.7418 -0.1448 0.0121 -0.0334 0.000
N -0.8694 -2.0429 -1.1333 -1.2082 -1.2160 -0.9064 0.001
C -3.9456 -1.5664 3.3709 -0.0742 0.0201 -0.1146 0.000
C 7.8950 2.2028 2.0357 0.0032 -0.0845 -0.0274 0.000
H 3.2579 3.1431 2.6031 -0.0990 0.0087 -0.0386 0.000
N 3.0067 2.3064 0.7360 -0.3118 -0.2831 0.2281 0.007
C 5.1994 2.8431 1.7289 -0.0510 -0.0087 -0.0539 0.000
C 0.3311 4.6560 -0.7283 -0.0504 -0.0747 -0.0092 0.000
H 2.9035 -1.9663 -1.6993 -0.0411 -0.0233 -0.0225 0.004
N 8.2586 -1.9429 3.1483 -0.2787 -0.7375 0.0389 0.000
C -3.1864 2.5351 -0.1065 0.7070 -0.0743 -0.4823 0.001
N -3.7431 -0.7903 0.6663 -0.0451 -0.1395 -0.0550 0.002
H -3.7027 -1.8291 4.3958 0.0092 0.0055 0.0021 0.000
C 6.9016 -4.5889 3.5650 0.0137 0.1405 -0.0534 0.000
C -2.4090 -3.7699 -2.7102 0.1596 -0.0567 0.2000 0.019
H 8.9355 1.9343 2.1576 0.0034 0.0269 0.0127 0.000
H 4.4991 -6.8918 2.9409 0.0351 -0.0104 0.0256 0.000
C 6.3596 -3.5210 2.8598 -0.2302 -0.1009 -0.0410 0.000
Br -2.3863 2.2277 -3.7467 -0.1048 -0.2657 -0.0661 0.001
O -0.7980 0.5951 -1.5506 -0.2913 0.7632 0.0272 0.025
H 1.9351 4.2073 -4.2048 0.0252 0.0278 0.0110 0.000
```
Forces are in eV/Å.

Computed properties:
Spin multiplicity: 5
Electronic energy: -10757.9224 Ha
LUMO (spin up / spin down): -0.206 / -0.211 Eh
Maximum force: 1.9 eV/Å
Total charge: +2
Energy above the lowest of the compared OMol25 structures with the same formula, charge and spin: 0.000 eV
Kohn-Sham gap (spin up / spin down): 6.735 / 6.599 eV

[2]
Computed, not measured: a molecular structure, C43H37BrCuN6O3Te, with wB97M-V/def2-TZVPD.

Geometry as XYZ:
```
92
Properties=species:S:1:pos:R:3:forces:R:3:lowdin_spin:R:1
H -0.6858 -5.3437 -6.6566 -0.0034 -0.0024 -0.0050 0.000
C -2.6558 1.4677 -4.5488 -0.0403 -0.0380 0.0294 0.000
N -4.9443 0.4648 -3.9512 -0.0092 0.0094 0.0217 0.000
H 1.4494 -1.4786 5.7227 0.0142 0.0166 -0.0348 0.000
C 1.9874 -4.9848 1.4309 -0.0092 0.0037 -0.0013 0.000
C 2.2349 5.9994 -1.6665 -0.0184 0.0030 -0.0028 0.001
H 0.6138 -3.6276 -1.3617 0.0184 -0.0581 0.1088 0.001
H 2.6565 -1.6776 1.8102 -0.0032 0.0065 -0.0024 0.001
C 2.4732 4.6231 0.2871 0.0388 0.0504 -0.0079 0.000
H 1.9303 6.0937 -2.7039 0.0011 -0.0009 0.0026 0.000
C -1.9205 1.0597 4.6987 0.0097 -0.0251 0.0273 0.000
C -3.0154 -1.6476 0.4931 -0.0057 0.0004 -0.0124 0.000
H 3.5693 7.7822 0.8750 -0.0013 0.0002 0.0014 0.000
C 1.8733 0.0692 -4.6695 0.0606 -0.0748 -0.1031 0.000
H -2.9471 2.8808 4.2088 -0.0033 0.0000 -0.0037 0.000
C 3.1537 6.9415 0.3304 -0.0049 0.0021 -0.0054 0.000
H 0.2570 -2.7766 5.7066 0.0044 0.0110 0.0216 0.000
C -2.6297 0.9738 5.8953 -0.0101 -0.0014 0.0040 0.000
C 1.8694 -1.2324 -4.3921 0.1943 0.0352 -0.1768 0.000
C -0.1588 -4.5079 -6.2122 -0.0020 -0.0061 -0.0024 0.000
C 2.4679 1.0089 -3.7137 -0.0204 -0.0471 -0.0235 -0.002
C 1.1386 -3.6998 -0.4182 0.0000 0.0247 0.0136 0.003
N -0.6411 0.9571 -3.0657 -0.1845 0.0856 0.1621 0.013
C -0.1964 -4.3080 -4.8380 0.0170 0.0135 -0.0382 0.000
C 3.0070 5.7217 0.9677 0.0008 -0.0065 0.0032 0.000
C -3.1254 -0.0712 8.1369 0.0010 0.0001 -0.0020 0.000
H -3.6976 -1.0007 8.1890 0.0002 0.0003 -0.0015 0.000
H 0.7661 -2.0083 4.1910 -0.0044 -0.0173 0.0042 0.000
C 0.4759 -3.2370 -4.2721 -0.0400 -0.0578 0.0259 0.001
H 3.1652 0.5692 -2.9925 0.0323 0.0040 -0.0080 -0.001
N 2.6139 3.0024 -2.6420 0.1390 0.1348 0.0082 0.000
C 2.7668 7.0926 -0.9963 0.0021 -0.0052 0.0131 0.000
H -4.3018 -0.8570 -1.0383 0.0036 0.0083 0.0028 0.000
H -1.3558 1.8145 0.5278 0.0300 0.0016 0.0155 0.000
H -0.7580 -4.9839 -4.2049 -0.0071 -0.0071 0.0044 0.000
C 2.0804 4.7656 -1.0523 -0.0233 -0.0103 -0.0209 0.003
C -3.9129 0.9157 -4.2192 0.0247 -0.0261 -0.0201 0.000
H 0.5850 -3.7739 -8.0866 -0.0019 -0.0024 -0.0034 0.000
C 2.4791 -3.8179 2.0049 -0.0055 0.0083 0.0054 0.000
C 0.5332 -1.8290 5.2387 -0.0069 -0.0007 0.0027 0.001
C -1.3080 -0.8713 6.5896 -0.0146 -0.0164 -0.0235 0.000
C -1.5520 1.1883 -3.7358 0.0310 0.0558 -0.0439 0.000
H 2.3062 -1.4867 -3.4303 0.0315 -0.0101 -0.1782 0.001
H 2.8745 8.0460 -1.4986 0.0028 -0.0011 -0.0007 0.000
C -2.3404 0.0144 6.8538 -0.0056 0.0077 -0.0021 0.000
Cu 0.6870 0.7595 -1.5188 -0.1363 0.0734 0.0789 0.596
H -1.9720 -3.4787 1.9848 0.0083 -0.0046 0.0009 0.000
H 1.7662 -1.8585 -7.0797 -0.0003 0.0057 0.0052 0.000
C 1.5123 3.5894 -1.8351 -0.0529 -0.0489 -0.0929 0.005
H -1.5648 -2.3399 3.2797 -0.0181 0.0076 0.0001 0.000
H -2.8531 1.7209 2.8768 -0.0037 -0.0080 -0.0155 0.000
H -3.4658 -2.6345 0.4626 0.0038 -0.0016 0.0043 0.000
N -2.4459 2.9667 -6.6235 -0.0002 0.0025 -0.0171 0.000
N 1.3493 -0.0912 0.1325 0.1452 0.1062 -0.1303 0.200
H 2.1265 -5.9376 1.9287 -0.0024 0.0013 -0.0020 0.000
C 1.2177 -2.5465 -6.4506 0.0062 0.0053 -0.0025 0.000
H 0.4425 -3.0525 -3.2038 0.0073 0.0720 -0.1623 0.001
N 2.0876 2.2167 -3.6318 0.0166 -0.0318 -0.0650 -0.001
H -0.3714 -2.7162 2.0417 -0.0551 -0.0186 0.0096 0.000
C -1.3655 -0.1547 1.3844 0.0024 0.0278 0.0016 0.000
H 0.8077 3.9679 -2.5895 0.0013 0.0130 0.0066 0.000
C 1.1841 -2.3388 -5.0735 -0.0291 0.0234 0.0060 0.000
H 1.8344 2.8612 0.3125 -0.1848 -0.0135 0.0751 0.000
Te 0.3032 0.2990 2.6046 0.0240 -0.1615 0.0524 0.006
H 3.1993 2.4599 -1.9990 0.0068 -0.0051 0.0058 0.000
C -0.5781 -0.8183 5.4028 0.0151 -0.0409 0.0018 0.000
C -1.8363 0.8426 0.5337 0.0014 -0.0335 -0.0240 0.000
H -3.4300 1.6845 6.0820 -0.0021 0.0005 0.0017 0.000
C 1.3171 -4.9220 0.2165 -0.0195 -0.0028 -0.0007 0.000
H 3.2978 5.5854 2.0021 0.0017 0.0025 0.0018 0.000
H -1.0603 -1.6350 7.3232 -0.0018 0.0030 -0.0024 0.000
C 1.6163 -2.5267 0.1573 0.0412 0.0071 -0.0086 0.006
H 0.9289 -5.8274 -0.2359 0.0001 0.0020 -0.0008 0.000
C 1.3620 -1.2018 -0.5012 -0.0955 -0.0415 0.1635 0.021
C -2.5262 2.2931 -5.6869 0.0037 -0.0096 0.0291 0.000
H 3.0042 -3.8595 2.9524 0.0002 -0.0007 0.0004 0.000
H -2.4669 -0.0449 9.0081 0.0000 -0.0019 -0.0011 0.000
O 0.9407 2.6529 -1.0072 0.0568 -0.0849 0.0955 0.042
O 1.0745 -1.2279 -1.7922 -0.1407 -0.0160 0.4126 0.095
H -1.4297 2.6375 3.3143 -0.0040 -0.0115 0.0100 0.000
C -1.4383 -2.5553 2.2160 -0.0012 0.0077 0.0252 0.000
C 2.2924 -2.5976 1.3728 0.0546 0.0134 -0.0082 0.003
C 0.5524 -3.6259 -7.0138 -0.0007 -0.0080 -0.0042 0.000
C -1.9486 -1.4252 1.3640 0.0077 -0.0229 -0.0151 0.000
Br 0.9391 0.8245 -6.1319 0.0364 0.0172 -0.0931 0.000
O 2.3653 3.4555 0.9340 0.0541 -0.0826 -0.0371 0.000
C -2.8940 0.5975 -0.3307 0.0087 0.0194 -0.0451 0.000
H -3.2339 1.3773 -1.0009 -0.0091 -0.0147 -0.0158 0.000
C -0.8811 0.1506 4.4313 -0.0048 0.1627 0.0027 0.004
C -2.3091 2.1390 3.7252 -0.0015 0.0024 -0.0057 0.000
C -3.4905 -0.6540 -0.3498 0.0273 0.0198 0.0033 0.000
H -3.8287 0.7581 8.2208 0.0002 0.0006 0.0013 0.000
```
Forces are in eV/Å.

Computed properties:
Spin multiplicity: 2
Electronic energy: -6697.5786 Ha
LUMO (spin up / spin down): 0.138 / 0.138 Eh
Maximum force: 0.4 eV/Å
Total charge: -2
Energy above the lowest of the compared OMol25 structures with the same formula, charge and spin: 0.131 eV
Kohn-Sham gap (spin up / spin down): 6.294 / 6.566 eV